# C64H176N16O16

16 unconnected molecules or ions with the total composition C64H176N16O16 (ωB97M-V with the def2-TZVPD basis set, OMol25).

Output
- LUMO level: 0.0158 Eh
- Total energy: -4623.51227 Eh
- Maximum force: 0.058 Eh/bohr

Geometry as XYZ:
```
272
C64H176N16O16 (ωB97M-V with the def2-TZVPD basis set)
C 11.04556 17.06633 18.22076
C 10.92533 18.49639 18.57743
C 10.54686 19.32377 17.30269
O 11.45731 19.22668 16.25128
C 12.57303 20.11175 16.25815
N 10.07943 18.75501 19.73193
H 11.76690 16.88190 17.43884
H 10.06489 16.71862 17.76669
H 11.23478 16.52537 19.11311
H 11.90743 18.74692 18.96912
H 10.48142 20.39076 17.55758
H 9.60826 18.97302 16.83054
H 13.21370 19.79105 15.43687
H 13.16166 20.10582 17.15491
H 12.29628 21.23132 16.21233
H 9.85792 19.75638 19.82326
H 9.17113 18.36024 19.47610
C 14.28434 13.73449 11.35781
C 13.73677 12.67512 12.38290
C 14.51948 12.89870 13.68973
O 15.93808 12.72784 13.53671
C 16.27826 11.34574 13.44125
N 12.32032 12.61566 12.57171
H 13.73158 14.70308 11.48182
H 14.00646 13.36360 10.36318
H 15.34906 13.80728 11.43072
H 14.03265 11.69155 11.99793
H 14.08112 12.31906 14.53391
H 14.47039 13.92878 14.01761
H 15.56004 10.64960 13.97597
H 17.27801 11.19872 13.91898
H 16.41199 11.01052 12.39495
H 11.91623 13.36235 13.06956
H 11.77603 12.46672 11.72362
C 9.96257 11.78220 15.22646
C 9.43204 13.23299 15.32806
C 10.53431 14.04796 15.96649
O 10.60694 13.66644 17.33084
C 11.89550 13.87994 17.84816
N 9.13065 13.67015 13.93815
H 10.86552 11.83176 14.68609
H 9.18442 11.14583 14.84626
H 10.20350 11.51788 16.22938
H 8.52307 13.27615 16.04906
H 10.49246 15.11788 15.94154
H 11.50672 13.72045 15.49910
H 12.63360 13.36711 17.26738
H 11.90567 13.55374 18.87000
H 12.14236 14.93113 17.74740
H 8.62070 12.96863 13.38780
H 8.71386 14.59841 13.87568
C 20.39616 21.59356 14.89991
C 19.16046 20.77182 15.23186
C 19.48813 19.28741 14.81158
O 20.00187 19.27892 13.50274
C 20.28454 17.98613 12.99651
N 18.76752 20.90394 16.64828
H 21.25218 21.20289 15.50960
H 20.23001 22.63372 15.18496
H 20.68685 21.52094 13.89369
H 18.33352 21.12802 14.60838
H 18.59398 18.68313 14.95645
H 20.26228 18.85079 15.46893
H 19.47304 17.29119 12.79777
H 21.09584 17.48984 13.55224
H 20.71679 18.14976 12.01279
H 19.62548 21.09308 17.20874
H 18.25278 20.18622 17.16884
C 15.47575 18.99332 11.73286
C 16.23861 19.76441 12.75244
C 16.55781 21.16094 12.22756
O 17.24958 21.14232 11.01137
C 17.28207 22.51762 10.53829
N 15.55322 19.87464 14.03548
H 15.39988 19.35759 10.70664
H 14.42675 18.83871 12.02708
H 15.86322 17.97641 11.57045
H 17.26035 19.26728 12.76146
H 17.08814 21.76680 13.01604
H 15.58875 21.67979 12.18436
H 17.86114 22.43622 9.56072
H 17.83278 23.14254 11.25674
H 16.24817 22.88474 10.36279
H 15.26706 18.96840 14.33577
H 16.15193 20.30288 14.68696
C 12.64388 16.78349 12.97334
C 11.21797 17.24160 12.76618
C 11.19117 18.59397 12.07619
O 9.83445 18.96060 11.77413
C 9.70221 20.22274 11.25639
N 10.42599 16.38498 11.98857
H 13.22106 17.43533 13.61151
H 13.12664 16.70062 12.03679
H 12.68121 15.75976 13.36779
H 10.83365 17.46109 13.76296
H 11.69561 18.54253 11.10407
H 11.58526 19.34276 12.73545
H 9.98362 20.38778 10.21366
H 10.17136 21.01940 11.80891
H 8.61739 20.41003 11.30339
H 10.21903 15.45963 12.47144
H 9.55632 16.92227 11.86913
C 19.77183 18.61192 7.46516
C 18.91325 19.24811 8.56705
C 18.14087 18.09380 9.18596
O 17.16784 17.63955 8.23741
C 16.40134 16.60205 8.74853
N 19.75572 19.95665 9.55489
H 20.42052 19.27701 6.92533
H 19.26985 17.92538 6.75605
H 20.45543 17.87220 7.97762
H 18.16037 19.92140 8.25884
H 17.67952 18.49846 10.12199
H 18.76930 17.26811 9.50397
H 15.77674 16.40839 7.88465
H 15.82790 16.99447 9.60195
H 17.01362 15.74933 9.05516
H 20.49077 19.31151 9.84258
H 19.17176 20.18854 10.37724
C 21.12393 15.00761 9.31311
C 21.74954 14.92087 10.71756
C 20.82684 14.07275 11.61859
O 19.61029 14.83657 11.77908
C 18.58456 14.16775 12.43224
N 23.06656 14.19362 10.58506
H 21.16121 14.01016 8.86673
H 21.74245 15.65874 8.69211
H 20.18126 15.51498 9.25752
H 21.95742 15.93781 11.11641
H 21.32657 13.86950 12.66707
H 20.54944 13.15849 11.09497
H 18.16682 13.33698 11.78216
H 17.71352 14.83455 12.52221
H 18.86608 13.62190 13.35142
H 23.75414 14.67784 10.05038
H 23.45485 14.10182 11.49565
C 19.46322 15.67060 21.15545
C 18.14182 15.62339 20.47806
C 17.65688 14.17196 20.23270
O 18.68668 13.40500 19.73644
C 18.75630 12.09551 20.09815
N 17.05305 16.33177 21.26423
H 19.89764 16.64992 21.14777
H 20.12712 15.02363 20.64543
H 19.29046 15.39498 22.20980
H 18.09751 16.23401 19.55457
H 16.90520 14.24633 19.46047
H 17.22292 13.80276 21.14428
H 17.85346 11.55029 19.95902
H 19.02192 11.87481 21.12791
H 19.53958 11.76079 19.42731
H 17.39568 17.24313 21.62722
H 16.70305 15.84514 22.03128
C 15.66156 18.60125 17.65671
C 14.79039 17.33052 17.45468
C 15.41829 16.28098 16.50655
O 15.58026 16.92522 15.25154
C 16.52535 16.32457 14.42408
N 14.54215 16.65615 18.72689
H 16.22240 19.07864 16.77530
H 16.44331 18.47218 18.47542
H 15.14836 19.42044 18.09956
H 13.82057 17.59219 16.89660
H 14.64599 15.50970 16.41001
H 16.29941 15.80986 16.96847
H 16.72091 17.03155 13.63694
H 16.01166 15.43664 14.02811
H 17.46177 16.05845 14.91885
H 15.41838 16.60164 19.17823
H 13.95466 17.22894 19.34973
C 14.07063 20.06143 23.06959
C 14.20678 18.91456 22.05235
C 14.52496 17.62761 22.76502
O 15.82865 17.75933 23.42717
C 16.01032 16.89979 24.59823
N 13.03458 18.78341 21.20565
H 13.32983 19.71500 23.73468
H 13.87201 21.03698 22.72776
H 14.91710 20.16398 23.70208
H 15.01396 19.12556 21.33930
H 14.50758 16.83813 22.01417
H 13.80748 17.40580 23.58896
H 16.94043 17.19130 25.08787
H 15.94782 15.86262 24.40127
H 15.22075 17.23169 25.25397
H 12.16582 18.63645 21.73749
H 12.86822 19.61926 20.65400
C 12.78357 14.38755 23.48448
C 12.51054 14.28294 21.98704
C 10.97180 14.53951 21.86500
O 10.48232 14.38004 20.53869
C 9.07609 14.75475 20.51294
N 13.29722 15.19070 21.13759
H 13.82354 14.10817 23.74996
H 12.10333 13.66468 23.87399
H 12.55097 15.42317 23.73588
H 12.68870 13.31595 21.56772
H 10.73078 15.51567 22.30620
H 10.49123 13.80726 22.50212
H 9.04887 15.81534 20.75542
H 8.52728 14.09063 21.21021
H 8.78193 14.65753 19.45543
H 12.86898 16.12888 21.09356
H 13.37380 14.90950 20.13683
C 14.99516 10.22630 20.97462
C 14.14384 10.96181 19.84580
C 14.69994 10.60028 18.46269
O 16.02633 10.98890 18.37069
C 16.53019 11.65710 17.21290
N 12.76278 10.64788 20.00501
H 16.00335 10.40960 20.78676
H 14.84779 9.16710 21.04501
H 14.74323 10.61748 21.96201
H 14.26452 12.03387 19.88246
H 14.14415 11.03988 17.53185
H 14.62071 9.52475 18.37551
H 17.54038 11.93141 17.43130
H 15.89017 12.50878 16.89144
H 16.46089 10.96240 16.32178
H 12.15258 11.28204 19.47403
H 12.62875 9.72710 19.57909
C 13.51399 26.70794 18.71858
C 13.75207 26.23295 17.29431
C 13.31866 24.76947 16.88131
O 13.85341 23.78695 17.73100
C 15.10891 23.31883 17.27666
N 13.05236 27.14627 16.34236
H 12.48084 26.54075 18.98256
H 13.70684 27.79065 18.75002
H 14.19176 26.15949 19.31117
H 14.80588 26.37481 17.06268
H 13.59103 24.54860 15.86189
H 12.18681 24.71637 16.92403
H 15.83712 24.12636 17.31522
H 14.90584 22.89720 16.34644
H 15.51046 22.56685 17.92773
H 13.20713 26.85418 15.39068
H 12.06904 27.33288 16.50204
C 12.35006 23.65083 21.33096
C 11.47757 22.54920 20.70332
C 10.29947 23.22445 20.03448
O 9.47020 22.26557 19.42705
C 8.68348 22.77611 18.37112
N 12.36951 21.75325 19.75513
H 13.32386 23.26377 21.66361
H 11.89873 24.12854 22.20964
H 12.57258 24.40078 20.59052
H 11.20283 21.87282 21.54267
H 10.71105 23.89377 19.26793
H 9.74789 23.91443 20.73346
H 8.17973 21.92473 17.88953
H 9.26079 23.37307 17.66247
H 7.93329 23.43113 18.87821
H 12.77788 22.47373 19.22313
H 11.71894 21.30233 19.16132
C 19.35833 14.29639 16.22624
C 20.73971 14.53473 16.81739
C 20.68706 15.90736 17.63544
O 21.93619 16.33349 18.09941
C 22.88520 16.52672 17.06461
N 21.03293 13.43333 17.74831
H 18.63619 14.49409 17.04359
H 19.32549 13.27198 16.00250
H 19.04328 14.80430 15.29947
H 21.51073 14.41065 16.00424
H 19.94195 15.66488 18.43444
H 20.36982 16.65383 16.88188
H 22.36035 16.50300 16.11265
H 23.59471 15.74160 17.08132
H 23.48003 17.41008 17.24495
H 20.29885 13.51456 18.40585
H 21.85464 13.74723 18.20513
```